144
Properties=species:S:1:pos:R:3:forces:R:3 method="wB97M-V/def2-TZVPD" multiplicity=1 orbital_gap_ha=0.351 total_energy_ev=-174339.392 smiles="CCOS(C)(=O)=O.CCOS(C)(=O)=O.CCOS(C)(=O)=O.CCOS(C)(=O)=O.CCOS(C)(=O)=O.CCOS(C)(=O)=O.CCOS(C)(=O)=O.CCOS(C)(=O)=O.CO.CO.CO.CO"
C 11.428 17.542 17.365 0.25 0.01 -0.98
C 10.468 16.585 16.724 -1.76 0.01 0.71
O 9.069 16.885 17.212 -0.13 1.50 -0.91
S 8.220 18.047 16.381 0.29 -0.40 1.01
C 7.474 17.100 15.097 0.36 0.30 -0.63
O 7.199 18.483 17.283 0.14 -0.42 0.00
O 9.019 19.071 15.756 0.44 -0.99 0.36
H 12.450 17.333 16.970 -0.73 0.37 0.33
H 11.425 17.534 18.450 -0.04 -0.39 0.07
H 11.027 18.494 17.038 0.67 0.62 0.02
H 10.336 16.659 15.660 0.85 0.09 -0.65
H 10.608 15.554 16.993 0.10 -0.38 0.13
H 6.647 16.531 15.503 -0.01 -0.12 0.00
H 8.213 16.495 14.562 -0.06 -0.05 0.32
H 7.153 17.871 14.392 -0.28 -0.17 0.10
C 15.650 7.452 11.531 0.66 0.31 -1.36
C 14.979 8.707 11.931 -0.85 -0.10 0.74
O 13.645 8.341 12.478 -0.49 0.22 0.97
S 13.423 8.763 14.003 0.87 -0.87 -0.78
C 12.488 7.357 14.597 0.37 0.49 0.88
O 14.715 8.673 14.643 -0.81 0.49 0.26
O 12.662 9.993 14.044 0.28 -0.93 0.26
H 16.051 6.913 12.370 -0.19 -0.43 0.38
H 16.514 7.743 10.905 -0.40 -0.24 0.14
H 14.936 6.893 10.922 0.34 -0.38 0.13
H 15.494 9.183 12.749 0.41 0.59 -0.29
H 14.720 9.355 11.115 0.29 0.31 -0.29
H 12.267 7.603 15.645 -0.04 0.06 -0.26
H 13.116 6.453 14.627 -0.18 0.50 -0.47
H 11.564 7.249 14.062 -0.28 -0.14 -0.38
C 8.645 13.714 10.959 -0.66 0.67 -0.42
C 9.111 15.085 11.288 2.51 0.59 -0.53
O 8.422 16.033 10.453 0.22 2.14 -0.55
S 8.942 17.618 10.453 0.25 0.41 1.08
C 7.365 18.487 10.338 1.07 0.04 0.64
O 9.562 17.985 11.750 -1.08 -1.27 -2.52
O 9.627 17.899 9.202 -0.41 -0.74 1.41
H 8.474 13.664 9.890 -0.63 0.05 -0.19
H 7.774 13.604 11.580 -0.62 -1.02 -0.23
H 9.399 12.975 11.096 0.50 -0.55 0.78
H 8.907 15.373 12.294 0.18 0.01 0.83
H 10.217 15.136 11.085 -0.92 0.34 0.32
H 6.897 18.146 9.434 -0.24 0.13 -0.43
H 7.676 19.559 10.328 -0.41 -0.84 -0.15
H 6.755 18.261 11.210 0.10 0.03 -0.02
C 13.240 10.715 7.572 -0.47 0.33 -0.85
C 14.433 11.483 7.985 1.36 0.84 0.62
O 15.432 10.597 8.630 -0.04 0.77 0.61
S 16.481 11.297 9.626 -0.06 -1.40 2.85
C 17.603 12.045 8.564 0.30 0.45 -0.18
O 15.960 12.369 10.463 -0.35 -1.06 -1.14
O 17.102 10.170 10.346 -0.92 1.90 -1.75
H 12.555 11.466 7.142 0.11 -0.33 -0.02
H 12.689 10.276 8.398 0.21 -0.29 0.00
H 13.521 10.013 6.774 -0.35 -0.06 0.44
H 14.945 11.984 7.152 -0.18 -0.35 -0.09
H 14.233 12.273 8.704 -0.35 -0.03 0.09
H 17.168 12.799 7.904 -0.11 -0.05 0.38
H 17.979 11.237 7.998 0.84 -0.70 -0.81
H 18.348 12.456 9.240 0.17 0.14 -0.23
C 15.074 18.953 16.546 -0.34 0.26 -1.11
C 15.272 17.552 16.068 -0.25 -0.51 -1.83
O 16.464 16.942 16.596 0.45 0.13 0.15
S 16.803 15.448 16.205 1.57 -1.22 0.92
C 15.465 14.552 16.959 -0.24 -0.92 -2.26
O 16.821 15.227 14.782 -0.77 0.73 0.24
O 18.044 15.109 16.866 -1.08 0.62 -0.04
H 14.440 19.425 15.789 -0.18 -0.05 0.07
H 15.994 19.506 16.449 0.41 0.16 0.55
H 14.542 19.074 17.462 0.15 0.00 0.95
H 14.441 16.870 16.284 -0.04 0.43 -0.10
H 15.385 17.640 14.950 -0.03 -0.53 0.95
H 15.611 13.497 16.624 -0.02 0.70 0.09
H 14.525 14.913 16.509 0.31 -0.28 0.38
H 15.467 14.550 18.016 0.20 0.51 1.09
C 12.851 11.898 11.165 1.19 0.41 0.09
C 12.008 12.603 12.146 -2.43 1.22 -0.97
O 12.732 13.339 13.096 1.70 0.60 1.14
S 11.929 13.937 14.293 2.66 -0.15 1.43
C 11.821 12.615 15.389 -0.06 -0.31 -0.05
O 12.718 14.971 14.900 0.56 -0.25 -0.15
O 10.647 14.304 13.896 -3.36 0.80 -1.41
H 13.508 11.193 11.689 -0.12 0.06 -0.31
H 13.462 12.652 10.637 -0.21 -0.52 0.16
H 12.170 11.394 10.494 -0.01 -0.25 -0.33
H 11.395 13.409 11.666 0.27 -1.05 -0.11
H 11.326 11.927 12.651 -0.12 -0.29 0.15
H 12.825 12.351 15.701 -0.12 -0.07 0.13
H 11.320 11.784 14.903 0.10 -0.12 -0.09
H 11.187 12.978 16.185 0.07 -0.01 0.47
C 12.385 18.470 13.361 1.28 -0.49 -1.02
C 12.672 17.163 12.657 0.34 -0.23 -0.79
O 13.654 17.370 11.605 0.73 1.27 0.08
S 14.379 16.176 10.912 -0.61 -0.24 0.15
C 15.548 15.571 12.113 -0.70 0.06 -0.12
O 13.349 15.170 10.711 0.96 0.24 -0.11
O 15.091 16.743 9.802 -0.29 -0.43 0.32
H 13.286 18.850 13.873 -0.24 -0.01 -0.49
H 11.698 18.229 14.137 -1.07 0.26 0.43
H 12.031 19.147 12.568 -0.13 0.11 0.86
H 13.021 16.362 13.258 0.46 -0.32 0.99
H 11.836 16.752 12.132 -1.00 0.11 -0.08
H 15.020 15.303 13.036 0.04 -0.33 -0.44
H 16.271 16.326 12.391 0.16 0.22 -0.35
H 16.004 14.729 11.589 0.06 -0.12 0.43
C 14.206 10.249 17.330 0.17 0.05 -1.17
C 13.751 10.978 18.537 0.28 0.20 0.54
O 13.037 12.130 18.045 -0.52 2.34 1.41
S 12.815 13.453 19.070 1.17 -0.63 0.87
C 11.358 12.988 20.070 0.73 0.22 0.21
O 13.948 13.565 20.036 -2.38 -0.29 -2.59
O 12.461 14.564 18.188 0.57 -1.82 1.25
H 13.332 9.952 16.741 0.29 -0.21 0.01
H 14.877 9.415 17.524 -0.32 -0.20 0.25
H 14.807 10.920 16.709 -0.08 0.03 -0.08
H 13.058 10.368 19.121 0.21 0.14 0.31
H 14.619 11.332 19.094 -0.23 -0.14 0.41
H 11.535 12.140 20.741 0.59 0.26 -0.24
H 10.527 12.704 19.453 -0.36 0.33 -0.61
H 11.167 13.881 20.684 -0.08 -0.29 -0.36
C 16.167 12.252 14.103 1.41 1.37 -0.70
O 17.197 11.882 15.052 -0.10 0.75 -0.37
H 15.328 11.638 14.313 -0.82 -0.63 0.05
H 15.899 13.325 14.167 -0.07 -0.63 0.40
H 16.472 12.171 13.027 -0.02 -0.53 0.86
H 17.846 12.610 15.149 -0.65 -0.50 -0.27
C 8.268 13.583 16.167 0.19 0.07 0.38
O 8.950 12.595 16.949 -0.49 -0.39 -0.53
H 7.191 13.423 16.187 -0.14 -0.02 -0.04
H 8.484 14.546 16.602 0.03 0.29 0.05
H 8.651 13.538 15.156 -0.07 0.26 -0.39
H 8.750 11.803 16.428 0.42 -0.21 0.64
C 9.035 10.530 9.269 -0.64 -0.33 -0.01
O 10.163 11.286 9.021 1.48 0.48 0.06
H 8.487 10.866 10.150 -0.07 -0.09 0.22
H 8.371 10.561 8.424 -0.60 -0.02 -0.44
H 9.333 9.489 9.381 0.08 0.00 0.24
H 9.965 12.192 8.758 -0.17 0.10 -0.15
C 11.445 14.831 8.518 0.03 0.07 0.28
O 10.322 14.128 7.967 -0.24 0.65 -0.41
H 12.177 15.192 7.778 -0.26 -0.43 -0.08
H 11.142 15.740 9.071 0.05 -0.65 0.01
H 11.897 14.076 9.157 0.30 0.47 0.18
H 9.759 14.791 7.543 0.01 -0.30 0.03